The following is a quantum chemistry calculation of a molecular structure, C47H36GeN3O2PtS2, from the OMol25 dataset.

Each line ends with the Löwdin spin population.
Atoms and positions in Å:
Pt: -0.186 0.318 0.574  0.650
C: -0.553 4.705 6.437  0.000
C: -1.035 4.273 5.079  0.001
C: -0.523 3.134 4.470  0.001
C: -0.960 2.733 3.216  0.004
C: -1.923 3.469 2.558  0.003
C: -2.457 4.607 3.157  0.001
C: -2.008 5.007 4.403  0.000
S: -2.639 3.104 0.956  0.006
O: -2.036 4.072 -0.015  0.002
O: 0.574 4.036 0.799  -0.001
N: -2.158 1.547 0.619  0.062
C: -3.303 0.758 0.412  0.001
C: -4.619 1.201 0.361  0.009
C: -5.713 0.331 0.222  0.000
C: -5.552 -1.019 0.125  0.007
C: -4.238 -1.529 0.124  0.000
C: -3.980 -2.910 -0.004  0.003
C: -2.696 -3.365 -0.043  -0.001
C: -1.658 -2.427 0.044  0.005
N: -1.863 -1.137 0.176  0.011
C: -3.130 -0.654 0.240  0.000
H: 0.319 4.129 6.742  0.000
H: -1.331 4.568 7.190  0.000
H: -0.280 5.762 6.438  0.000
H: 0.251 2.561 4.968  0.000
H: -0.526 1.869 2.739  0.005
H: -3.217 5.182 2.640  0.000
H: -2.418 5.901 4.858  0.000
H: -4.843 2.252 0.441  0.000
H: -6.705 0.764 0.201  0.000
H: -6.391 -1.696 0.035  0.000
H: -4.819 -3.592 -0.074  0.000
H: -2.460 -4.414 -0.144  0.000
H: -0.631 -2.757 -0.006  0.000
S: 2.537 -3.259 -0.643  0.003
C: 2.062 -2.593 -2.176  0.005
C: 2.391 -3.013 -3.460  0.001
C: 1.879 -2.299 -4.526  0.000
C: 1.055 -1.184 -4.321  -0.001
C: 0.731 -0.763 -3.048  0.001
C: 1.246 -1.477 -1.969  0.012
N: 1.039 -1.184 -0.636  0.110
C: 1.650 -2.012 0.158  0.003
C: 1.444 -1.903 1.596  0.012
C: 1.965 -2.810 2.517  0.001
C: 1.594 -2.721 3.846  -0.002
C: 0.681 -1.746 4.238  0.002
C: 0.184 -0.825 3.327  0.015
C: 0.589 -0.865 1.995  0.063
H: 3.030 -3.872 -3.621  0.000
H: 2.118 -2.605 -5.535  0.000
H: 0.670 -0.644 -5.176  0.000
H: 0.106 0.104 -2.873  0.001
H: 2.643 -3.590 2.190  0.001
H: 1.993 -3.419 4.569  0.000
H: 0.366 -1.692 5.273  0.000
H: -0.513 -0.070 3.663  0.004
C: 5.704 -1.286 -0.536  0.000
C: 5.504 -1.026 0.810  0.000
C: 4.427 -0.248 1.222  0.000
C: 3.511 0.274 0.308  0.000
C: 3.736 -0.004 -1.044  0.000
C: 4.815 -0.766 -1.467  0.000
Ge: 2.029 1.494 0.855  0.000
C: 2.294 3.013 -0.374  -0.003
C: 1.425 4.088 -0.239  -0.001
C: 1.463 5.178 -1.105  0.000
C: 2.425 5.220 -2.097  0.000
C: 3.356 4.197 -2.209  0.000
C: 3.286 3.107 -1.353  -0.001
C: 2.517 2.056 2.678  0.003
C: 2.691 1.136 3.713  0.000
C: 3.131 1.534 4.969  0.000
C: 3.402 2.872 5.217  0.000
C: 3.234 3.801 4.200  0.000
C: 2.801 3.396 2.945  0.001
H: 6.548 -1.883 -0.859  0.000
H: 6.196 -1.416 1.547  0.000
H: 4.320 -0.039 2.277  0.000
H: 3.056 0.383 -1.792  0.000
H: 4.957 -0.955 -2.525  0.000
H: -0.295 4.365 0.498  0.000
H: 0.747 5.981 -0.981  0.000
H: 2.462 6.066 -2.772  0.000
H: 4.134 4.247 -2.960  0.000
H: 4.028 2.329 -1.450  0.000
H: 2.493 0.085 3.546  0.000
H: 3.263 0.796 5.752  0.000
H: 3.747 3.188 6.194  0.000
H: 3.442 4.849 4.383  0.000
H: 2.673 4.138 2.169  0.000

Summary:
frontier orbital gap (spin up / spin down): 6.7 / 7.1 eV
highest occupied orbital energy (spin up / spin down): -7.2 / -7.6 eV
net charge: 0
2S+1: 2

---

The following is a quantum chemistry calculation of 4 unconnected molecules or ions with the total composition C4H14O3, from the OMol25 dataset.

Each line ends with the natural charge from an NBO analysis.
Atoms and positions in Å:
C: -1.270 -0.237 2.152  -0.469
C: -0.894 0.549 1.152  0.049
C: 0.395 1.326 1.130  -0.656
C: -1.812 0.716 -0.029  -0.661
H: -2.171 -0.838 2.061  0.194
H: -0.770 -0.261 3.123  0.202
H: 0.273 2.256 0.569  0.215
H: 0.728 1.536 2.131  0.216
H: 1.164 0.758 0.613  0.242
H: -2.859 0.646 0.263  0.215
H: -1.766 1.702 -0.505  0.219
H: -1.647 -0.017 -0.819  0.231
O: 0.155 -2.262 -0.168  -0.957
H: 0.995 -1.841 0.062  0.483
H: -0.432 -1.983 0.549  0.494
O: 0.431 -0.593 -2.365  -0.979
H: 0.140 -1.270 -1.726  0.501
H: 0.684 -1.076 -3.164  0.468
O: 2.989 0.221 -1.287  -0.961
H: 2.397 -0.279 -1.886  0.485
H: 3.273 0.946 -1.856  0.466

Summary:
SMILES: C=C(C)C.O.O.O
frontier orbital gap: 10.1 eV
highest occupied orbital energy: -9.4 eV
net charge: 0

---

What are the ΔE to the lowest compared entry with this formula, charge and spin values for these records? In order: 1.5432, 0.7072 eV.
What are the energy values for these records? In order: -5119.99384, -386.50079 Ha.